(1)
{"formula": "C33H39ClFeN2O6Sb", "method": "ωB97M-V/def2-TZVPD", "symbols": ["Fe", "Cl", "C", "C", "C", "C", "O", "C", "C", "N", "C", "C", "C", "C", "C", "C", "C", "C", "N", "C", "C", "H", "H", "H", "H", "H", "H", "H", "H", "H", "H", "O", "C", "O", "C", "C", "C", "C", "C", "O", "C", "C", "O", "O", "H", "H", "H", "H", "H", "H", "H", "H", "C", "C", "C", "Sb", "C", "C", "C", "C", "C", "C", "H", "H", "H", "H", "H", "H", "H", "H", "H", "H", "H", "H", "H", "H", "H", "H", "H", "H", "H", "H", "H"], "coordinates": [[-0.132937, 1.463861, 0.175678], [0.970666, 8.349703, -0.259524], [0.918938, 6.663375, 0.159088], [0.777127, 6.293197, 1.497348], [0.737465, 4.964631, 1.854114], [0.798456, 3.962193, 0.875986], [0.734406, 2.696235, 1.230475], [0.973944, 4.354127, -0.472179], [1.217861, 3.334804, -1.459385], [1.042599, 2.081075, -1.223569], [1.706901, 1.124832, -2.030302], [1.697328, 1.089357, -3.393691], [2.539117, 0.182259, -4.079513], [3.424250, -0.605534, -3.400206], [3.474524, -0.562751, -1.983759], [4.413007, -1.285400, -1.207808], [4.405334, -1.146082, 0.148904], [3.408602, -0.339251, 0.747264], [2.501891, 0.311531, 0.068540], [2.561783, 0.251457, -1.291640], [1.036677, 5.706615, -0.818645], [0.694904, 7.062172, 2.252824], [0.643500, 4.671912, 2.891029], [1.730687, 3.625968, -2.376684], [1.044826, 1.752393, -3.946585], [2.497718, 0.144268, -5.159183], [4.101736, -1.262132, -3.931132], [5.132133, -1.926495, -1.702576], [5.122122, -1.659410, 0.774462], [3.360065, -0.251982, 1.828755], [1.154419, 5.994010, -1.855403], [-3.465116, 1.156685, -1.634795], [-2.742695, 0.922507, -0.699137], [-1.526365, 0.432510, -0.776238], [-3.218985, 1.113030, 0.762566], [-2.411812, 0.255099, 1.727792], [-3.003292, 0.234445, 3.132250], [-2.669836, 1.655564, 3.634098], [-1.926172, 2.238962, 2.438834], [-1.216368, 1.071255, 1.909871], [-2.901520, 2.548528, 1.293849], [-2.201973, 3.428471, 0.272140], [-2.499148, 4.586429, 0.090861], [-1.231265, 2.851195, -0.407737], [-4.285372, 0.894845, 0.817856], [-2.123686, -0.714086, 1.341938], [-4.070214, 0.015135, 3.116434], [-2.503533, -0.518884, 3.739831], [-3.554869, 2.248250, 3.862687], [-2.035676, 1.628810, 4.518536], [-1.216529, 3.027108, 2.666374], [-3.780875, 3.084959, 1.643433], [1.215322, -2.227482, 2.632521], [1.229239, -2.947746, 1.284029], [1.102387, -4.450514, 1.501149], [-0.198962, -1.877423, 0.000923], [0.458083, -2.437693, -1.986207], [1.101946, -3.814469, -2.105548], [-0.680217, -2.235273, -2.984479], [-1.982997, -3.118554, 0.260642], [-3.241844, -2.480633, -0.334920], [-1.868338, -4.540183, -0.286383], [2.096062, -2.481410, 3.230349], [0.337687, -2.524698, 3.213787], [1.178389, -1.139922, 2.531871], [2.185782, -2.760523, 0.780560], [0.176563, -4.700086, 2.022850], [1.926089, -4.813420, 2.125210], [1.133679, -5.014353, 0.570168], [1.220109, -1.692494, -2.190616], [0.397476, -4.617429, -1.893923], [1.952574, -3.927315, -1.430585], [1.471383, -3.966202, -3.125698], [-1.471593, -2.972882, -2.843216], [-0.308466, -2.349846, -4.007544], [-1.129323, -1.244380, -2.893410], [-2.079170, -3.154666, 1.352038], [-3.172570, -2.405801, -1.420047], [-3.448974, -1.478134, 0.034816], [-4.110701, -3.102939, -0.101788], [-1.824146, -4.530474, -1.375405], [-2.762332, -5.109063, -0.010233], [-1.007883, -5.085739, 0.084965]], "forces_ev_per_a": [[-1.1, 0.6, 0.3], [0.0, 0.0, 0.0], [0.0, 0.0, 0.0], [0.0, 0.0, 0.0], [0.0, 0.0, 0.0], [0.3, -0.2, -0.2], [0.0, 0.0, 0.6], [-0.2, -0.2, -0.2], [0.4, 0.1, 0.5], [-0.6, -0.3, -0.8], [0.3, -0.1, 0.1], [-0.1, -0.1, 0.0], [0.0, 0.0, 0.1], [0.0, 0.0, 0.0], [0.0, -0.1, -0.1], [-0.1, 0.0, 0.0], [-0.1, 0.0, 0.0], [0.0, -0.1, 0.0], [0.1, 0.1, -0.1], [0.1, 0.2, 0.1], [0.0, 0.1, 0.1], [0.0, 0.0, 0.0], [0.0, 0.0, 0.0], [0.0, 0.0, 0.0], [0.0, 0.0, 0.0], [0.0, 0.0, 0.0], [0.0, 0.0, 0.0], [0.0, 0.0, 0.0], [0.0, 0.0, 0.0], [0.0, 0.0, 0.0], [0.0, 0.0, 0.0], [-0.2, -0.1, 0.0], [0.2, -0.2, 0.3], [0.4, 0.0, -0.3], [-0.1, 0.1, -0.1], [0.0, -0.2, 0.0], [0.0, 0.0, 0.0], [0.0, 0.1, 0.0], [0.0, 0.1, 0.0], [0.1, 0.0, -0.1], [0.0, 0.1, -0.1], [0.3, 0.0, -0.2], [-0.2, 0.0, 0.1], [-0.1, 0.5, 0.2], [0.0, 0.1, -0.1], [0.0, 0.1, 0.1], [0.0, 0.0, 0.0], [0.0, 0.0, 0.0], [0.0, 0.0, 0.0], [0.0, 0.0, 0.0], [0.1, -0.1, 0.0], [0.0, 0.0, 0.0], [0.1, 0.1, 0.0], [-0.1, -0.2, -0.1], [0.1, 0.0, 0.0], [0.7, -0.2, 0.3], [-0.2, -0.3, 0.0], [0.1, 0.1, -0.1], [0.1, 0.0, 0.0], [0.0, 0.0, -0.2], [0.0, 0.1, 0.1], [-0.1, 0.0, 0.1], [0.0, 0.0, 0.0], [0.0, 0.0, 0.0], [0.0, 0.0, 0.0], [-0.1, 0.1, 0.1], [-0.1, 0.0, 0.0], [0.0, 0.0, 0.0], [0.0, 0.0, 0.0], [0.1, 0.1, -0.1], [0.0, 0.0, 0.0], [0.0, 0.0, 0.0], [0.0, 0.0, 0.0], [0.0, 0.0, 0.0], [0.0, 0.0, 0.0], [0.0, 0.0, 0.0], [0.0, -0.1, 0.0], [0.0, 0.0, 0.0], [0.0, -0.1, 0.0], [0.0, 0.0, 0.0], [0.0, 0.0, 0.0], [0.0, 0.0, 0.0], [0.1, 0.0, 0.0]], "lowdin_charge": [0.779, 0.657, -0.659, -0.080, 0.007, -0.312, -0.112, -0.126, 0.008, 0.035, -0.181, 0.006, -0.056, -0.030, -0.168, -0.001, -0.044, -0.130, 0.123, -0.192, -0.042, 0.109, 0.120, 0.152, 0.127, 0.110, 0.117, 0.121, 0.109, 0.116, 0.120, 0.115, -0.597, -0.247, -0.085, -0.275, -0.076, -0.080, -0.205, -0.130, -0.072, -0.519, 0.119, -0.090, 0.161, 0.062, 0.124, 0.117, 0.122, 0.119, 0.148, 0.161, -0.184, -0.567, -0.155, 1.631, -0.541, -0.133, -0.135, -0.524, -0.127, -0.143, 0.075, 0.071, 0.038, 0.054, 0.070, 0.076, 0.051, 0.033, 0.057, 0.060, 0.077, 0.054, 0.078, 0.066, 0.079, 0.075, 0.047, 0.083, 0.060, 0.080, 0.042], "s_squared": 0.789, "spin_multiplicity": 2, "charge": 0, "e_homo_ev": [-7.528, -7.578]}



(2)
{"formula": "C34H22Cl5I2N5OSn", "method": "ωB97M-V/def2-TZVPD", "symbols": ["Sn", "C", "C", "C", "C", "N", "C", "C", "C", "C", "C", "C", "N", "C", "C", "C", "C", "C", "N", "H", "H", "H", "H", "H", "H", "H", "H", "H", "H", "H", "I", "C", "C", "C", "I", "C", "O", "C", "C", "N", "C", "C", "C", "C", "C", "C", "N", "C", "H", "H", "H", "H", "H", "H", "H", "H", "H", "H", "H", "Cl", "C", "C", "C", "Cl", "C", "Cl", "C", "Cl", "C", "Cl"], "coordinates": [[0.296074, -0.766055, -0.146183], [3.321938, -0.035556, 3.266678], [2.589459, 0.074810, 4.436028], [1.241672, -0.241258, 4.423356], [0.661422, -0.667205, 3.234022], [1.366929, -0.737024, 2.107742], [2.660332, -0.435837, 2.120131], [-0.748394, -1.123098, 3.130041], [-1.649076, -1.044909, 4.189062], [-2.937158, -1.511619, 3.999735], [-3.294323, -2.044319, 2.773581], [-2.338377, -2.088066, 1.761596], [-1.101831, -1.638933, 1.955364], [-2.641897, -2.655311, 0.419981], [-3.947026, -2.794804, -0.047709], [-4.156901, -3.381790, -1.283305], [-3.064721, -3.805020, -2.023898], [-1.799884, -3.579316, -1.502864], [-1.591874, -3.019937, -0.317353], [4.378349, 0.188804, 3.239162], [3.063846, 0.404503, 5.351035], [0.671223, -0.168895, 5.336496], [3.175034, -0.520304, 1.170972], [-1.360522, -0.626772, 5.140839], [-3.658732, -1.469910, 4.804993], [-4.288096, -2.435889, 2.616256], [-4.787005, -2.423084, 0.521604], [-5.162116, -3.503562, -1.665050], [-3.188864, -4.284161, -2.984937], [-0.908664, -3.859756, -2.055019], [2.638315, 6.787532, -2.252931], [2.079117, 4.900119, -1.508205], [1.794449, 4.748173, -0.161587], [1.505004, 3.483649, 0.313618], [0.990560, 3.242162, 2.332647], [1.528563, 2.320857, -0.491549], [1.520778, 1.125681, 0.025619], [1.641106, 2.564641, -1.886363], [1.385055, 1.419815, -2.819279], [-0.025487, 1.011386, -2.695099], [-0.931208, 2.078537, -3.115519], [-1.673264, 2.834995, -2.030823], [-2.377562, 3.978108, -2.412698], [-3.079983, 4.694310, -1.465184], [-3.049944, 4.258836, -0.147577], [-2.319816, 3.121543, 0.140788], [-1.658647, 2.410731, -0.774336], [1.964981, 3.821254, -2.369052], [1.804527, 5.598112, 0.506105], [2.024112, 0.578895, -2.544347], [1.616400, 1.706896, -3.853534], [-0.190572, 0.206464, -3.285190], [-1.687576, 1.663732, -3.789011], [-0.384317, 2.833472, -3.691535], [-2.372202, 4.296876, -3.448442], [-3.630415, 5.583845, -1.743555], [-3.576581, 4.787059, 0.635403], [-2.250824, 2.761180, 1.160805], [2.121695, 3.960498, -3.432102], [1.671821, -1.780235, -2.888772], [2.358379, -2.816235, -1.661107], [1.862467, -2.716285, -0.366574], [2.393604, -3.644696, 0.525855], [1.741638, -3.765015, 2.132772], [3.397063, -4.550861, 0.181553], [4.012743, -5.680537, 1.330639], [3.901050, -4.562080, -1.116608], [5.154048, -5.652303, -1.560660], [3.362805, -3.694348, -2.060636], [3.937313, -3.722494, -3.685863]], "forces_ev_per_a": [[0.2, -0.1, 0.4], [0.0, -0.1, 0.0], [0.0, 0.0, -0.1], [0.0, -0.1, 0.0], [0.1, 0.0, 0.0], [0.0, 0.3, -0.3], [0.1, 0.1, 0.0], [-0.3, 0.0, 0.2], [0.0, 0.1, -0.1], [0.0, 0.0, 0.0], [0.1, 0.0, 0.0], [-0.2, 0.0, 0.1], [0.1, 0.1, -0.1], [-0.1, -0.1, -0.2], [0.0, 0.1, 0.1], [0.0, 0.0, 0.0], [0.0, 0.0, 0.0], [0.0, 0.0, 0.0], [0.1, 0.0, 0.1], [0.0, 0.0, 0.0], [0.0, 0.0, 0.0], [-0.1, 0.0, 0.0], [0.0, 0.1, 0.0], [0.0, 0.0, 0.0], [0.0, 0.0, 0.0], [0.0, 0.0, 0.0], [0.0, 0.0, 0.0], [0.0, 0.0, 0.0], [0.0, 0.0, 0.0], [0.0, 0.0, 0.0], [-0.1, -0.2, 0.1], [0.0, 0.4, 0.0], [0.0, 0.0, -0.1], [-0.1, -0.4, 0.2], [0.1, 0.0, -0.1], [0.3, 0.3, -0.1], [-0.3, -0.4, -0.1], [0.2, -0.1, 0.0], [0.0, 0.0, 0.2], [0.0, 0.1, -0.2], [0.0, -0.1, 0.0], [0.0, 0.1, 0.2], [0.0, 0.1, -0.1], [0.0, 0.0, 0.0], [0.0, 0.0, 0.0], [0.0, 0.0, 0.0], [0.2, -0.2, 0.0], [-0.1, 0.0, 0.0], [0.0, 0.0, 0.0], [-0.1, 0.2, -0.1], [0.1, 0.1, 0.0], [0.0, 0.0, 0.0], [0.0, 0.0, 0.0], [0.0, 0.0, -0.1], [0.0, 0.0, 0.0], [0.0, 0.0, 0.0], [0.0, 0.0, 0.0], [0.0, 0.0, 0.0], [0.0, 0.0, 0.0], [-0.1, -0.2, -0.2], [0.1, -0.1, 0.3], [0.0, 0.4, -0.3], [-0.2, 0.1, -0.1], [-0.1, 0.0, 0.1], [0.0, -0.1, 0.0], [0.0, 0.0, 0.0], [0.0, 0.0, 0.0], [0.0, 0.0, 0.0], [0.0, 0.0, 0.0], [0.0, 0.0, 0.0]], "lowdin_charge": [1.334, -0.035, -0.054, -0.013, -0.246, -0.017, -0.147, -0.202, 0.007, -0.037, 0.001, -0.205, 0.075, -0.233, -0.010, -0.056, -0.049, -0.125, 0.060, 0.114, 0.114, 0.106, 0.117, 0.106, 0.114, 0.108, 0.107, 0.110, 0.106, 0.110, 0.804, -0.739, -0.240, -0.614, 0.920, -0.457, -0.350, -0.168, -0.214, -0.096, -0.158, -0.261, -0.032, -0.070, -0.071, -0.155, 0.128, -0.127, 0.077, 0.045, 0.122, 0.066, 0.128, 0.116, 0.114, 0.105, 0.100, 0.084, 0.098, 0.685, -0.697, -0.292, -0.694, 0.695, -0.709, 0.668, -0.713, 0.680, -0.713, 0.673], "spin_multiplicity": 1, "charge": 0, "e_homo_ev": -6.990}



Max |F|? In order: 1.28 0.51 eV/Å.